# 1
Below is 4 unconnected molecules or ions with the total composition C17H41BNO16P3, with properties calculated with ωB97M-V/def2-TZVPD.

XYZ file:
```
79
Properties=species:S:1:pos:R:3
O 6.43426 -0.89336 4.57569
O 2.83728 -3.87769 0.09970
C -0.95294 2.29767 -5.25004
C -6.97013 3.97288 -0.41239
H -0.93403 -0.28807 -1.65282
H 8.38313 -1.46485 6.11304
C 2.92421 -1.28061 -1.05886
P 1.33532 -3.29464 -0.08373
C -6.76442 -0.64382 1.25284
H -9.28898 2.18932 -0.98979
C -2.36290 1.74980 -5.11402
H 3.75428 -0.99604 -0.40969
H -7.87246 4.14769 -1.00007
B 0.19628 2.03699 -1.79718
O -5.68600 0.80765 -1.77175
C -1.18132 0.31260 -0.78212
H -1.56798 1.91500 0.98951
O 0.63080 -3.03007 1.20884
O -6.22973 2.92870 -1.04492
H 4.01832 -1.27211 5.23872
O -7.65629 1.29399 -0.11657
C -2.96630 3.26712 -3.31720
H 9.83092 -2.33003 5.53760
O 6.37722 -2.73087 2.72647
C -2.77998 4.40763 -3.00585
H -8.11281 1.50989 -2.14586
H -2.23200 0.61404 -0.85317
C -2.94429 1.83628 -3.69851
C 3.61532 -3.48843 1.23537
O -5.79901 -0.02464 0.40233
O 1.86847 2.36768 -4.31536
N -0.27172 1.45322 -0.58530
H -9.17249 0.44109 -1.19435
O 0.82773 1.19623 -2.72839
P 6.62989 -2.45877 4.15467
O 8.26515 -2.34447 4.20329
O 0.66045 -4.78853 -0.31624
O -0.02261 1.27035 -4.82996
H 4.54997 -3.04767 0.89490
H -6.24882 -1.42443 1.81071
H 7.09191 -0.26871 2.69005
C 0.94549 1.68694 -3.99463
H 3.75151 -2.69882 6.25642
C -0.86585 2.43068 0.33539
H 3.08535 -2.78056 1.87078
O 0.12043 3.38792 -2.10903
O 5.24073 -2.90242 4.88049
H -3.02583 2.21118 -5.84516
H 7.46673 0.80851 4.06105
C 4.50875 -2.07217 5.78862
H -6.38073 4.88878 -0.43950
H -7.54785 -1.09612 0.64693
C 1.42644 -5.96812 -0.56166
H -7.19504 0.05832 1.96137
H 0.81911 3.89222 -1.68264
C 6.72359 0.13322 3.63339
H 0.73138 -6.74811 -0.87101
O 1.84506 -1.71449 -0.22625
H -3.96192 1.45834 -3.60737
H 2.15631 -5.82368 -1.35413
H 3.86105 -4.38021 1.80962
P -6.05304 1.38326 -0.43886
H 1.92464 -6.27796 0.35589
H -1.42129 3.22729 -0.16520
H 9.41429 -0.77333 4.83692
H -0.09657 2.89051 0.95670
H -2.30849 1.27262 -3.01710
H -1.11993 -0.32339 0.10452
H 2.61200 -0.39065 -1.60480
H -2.30747 0.69257 -5.38579
H -0.78419 2.45780 -6.31666
H 3.25413 -2.04697 -1.75762
H -0.79605 3.25588 -4.75943
C 8.99660 -1.69418 5.24499
H -2.35193 5.33717 -2.72107
C -8.59740 1.36709 -1.18071
H 5.14549 -1.66015 6.56660
H -7.24245 3.73768 0.61455
H 5.81331 0.70536 3.45483
```

Computed properties:
strongest force on any atom	7.9	eV Å⁻¹
energy	-2979.83556	a.u.
total charge	0
LUMO energy	-1.6	eV
HOMO-LUMO gap	7.348	eV
2S+1	1



# 2
Below is a single C6H10O2S molecule, with properties calculated with ωB97M-V/def2-TZVPD.

XYZ file:
```
19
Properties=species:S:1:pos:R:3
H 0.54411 -0.76178 1.30890
H 1.05166 -2.98510 0.86225
C 0.13831 1.26523 -0.76576
O -1.64198 1.31206 2.99017
C 0.33950 2.15099 -1.74985
O -2.23879 -0.07590 1.07901
H -0.59765 -2.72715 0.05339
H 1.85841 -0.76870 0.08705
H 0.28649 2.40307 1.39745
C 0.80763 -0.98460 0.24396
H 0.05608 -0.57089 -1.75003
H 0.86751 1.76825 -2.64217
C -0.04175 -0.23102 -0.75915
C 0.52128 -2.42284 0.11096
C -0.48904 1.95125 0.72801
H 1.03010 -3.04215 -0.77325
S -1.36432 0.83319 1.67943
H -0.00300 3.13091 -1.59572
H -1.12456 -0.24481 -0.50465
```

Computed properties:
strongest force on any atom	5.0	eV Å⁻¹
energy	-783.10972	a.u.
total charge	0
energy above the lowest of the compared OMol25 structures with the same formula, charge and spin	92.1	kcal per mole
LUMO energy (alpha / beta)	-1.0 / -1.0	eV
HOMO-LUMO gap (alpha / beta)	8.284 / 8.286	eV
2S+1	1



# 3
Below is a single C5H7NO molecule, with properties calculated with ωB97M-V/def2-TZVPD.

XYZ file:
```
14
Properties=species:S:1:pos:R:3
C 1.41079 -0.61035 1.11130
C 0.61531 -1.19963 -0.01718
H 1.56420 -1.34931 1.90649
N -1.32860 1.52162 -0.78194
C -1.38840 0.34487 0.06589
H -1.07320 0.62512 1.07597
H 2.40468 -0.31430 0.75589
O 0.26434 2.73036 -2.06849
C -0.47363 2.08905 -1.41479
H 0.94053 0.27209 1.55357
H -1.00738 -1.31749 -1.32755
H 1.08501 -2.04566 -0.51939
H -2.44096 0.05449 0.13331
C -0.57270 -0.80086 -0.47307
```

Computed properties:
strongest force on any atom	0.8	eV Å⁻¹
energy	-324.69564	a.u.
total charge	0
energy above the lowest of the compared OMol25 structures with the same formula, charge and spin	18.1	kcal per mole
LUMO energy	0.8	eV
HOMO-LUMO gap	10.625	eV
2S+1	1



# 4
Below is a gas-phase ion, C3H4NS (charge +1), with properties calculated with ωB97M-V/def2-TZVPD.

XYZ file:
```
9
Properties=species:S:1:pos:R:3
C 0.37166 1.31488 -0.07239
S 2.12001 0.16928 0.03960
H -2.14461 -0.62391 0.78278
H 1.33600 -2.27025 0.14048
C -1.52373 -0.12568 -0.09241
N -0.61014 0.69526 0.15624
C 1.63471 -1.25161 0.07647
H -1.92825 -0.15198 -1.11971
H 0.74435 2.24400 0.08894
```

Computed properties:
strongest force on any atom	3.7	eV Å⁻¹
energy	-569.19635	a.u.
total charge	+1
energy above the lowest of the compared OMol25 structures with the same formula, charge and spin	94.9	kcal per mole
LUMO energy	-5.6	eV
HOMO-LUMO gap	7.784	eV
2S+1	1



# 5
Below is 2 unconnected molecules or ions with the total composition Br2FP, with properties calculated with ωB97M-V/def2-TZVPD.

XYZ file:
```
4
Properties=species:S:1:pos:R:3
F -1.09290 -0.54778 -1.13006
Br 1.10147 1.03330 -1.00618
P 0.38614 -0.91547 -0.67744
Br -0.39471 0.42994 2.81368
```

Computed properties:
strongest force on any atom	1.7	eV Å⁻¹
energy	-5589.21878	a.u.
total charge	0
energy above the lowest of the compared OMol25 structures with the same formula, charge and spin	66.0	kcal per mole
LUMO energy (alpha / beta)	-1.7 / -3.5	eV
HOMO-LUMO gap (alpha / beta)	9.137 / 5.128	eV
2S+1	1



# 6
Below is 2 unconnected molecules or ions with the total composition C2H3NOS3, with properties calculated with ωB97M-V/def2-TZVPD.

XYZ file:
```
10
Properties=species:S:1:pos:R:3
C 0.86921 -1.35215 -0.09215
H 2.02821 2.02034 -0.79109
S -1.51125 1.13769 -0.21919
H -0.44550 -2.78925 -0.85115
S 0.88291 2.22678 -1.41124
S -1.82049 -0.34769 1.32613
H -1.76490 0.40607 2.40539
C 0.15883 1.25737 -0.22775
O 1.62832 -0.72709 0.52629
N -0.02535 -1.83207 -0.66525
```

Computed properties:
strongest force on any atom	6.0	eV Å⁻¹
energy	-1402.46945	a.u.
total charge	0
energy above the lowest of the compared OMol25 structures with the same formula, charge and spin	52.3	kcal per mole
LUMO energy	0.0	eV
HOMO-LUMO gap	8.316	eV
2S+1	1



# 7
Below is 7 unconnected molecules or ions with the total composition C16H46N2O7, with properties calculated with ωB97M-V/def2-TZVPD.

XYZ file:
```
71
Properties=species:S:1:pos:R:3
H -1.48216 0.03119 -0.74303
H -2.29186 3.02444 -1.93600
C 2.93861 0.27413 -1.61471
O 3.26435 -0.65830 0.59241
H -0.73325 -1.57640 -2.83199
H 2.99885 -5.12098 4.57561
C -0.63363 -2.53242 -2.31801
O 2.96504 2.87956 1.55786
H 4.08529 -1.64810 -1.05605
C 3.04505 3.97543 0.65641
H -2.98391 3.92476 -3.11325
C 3.83710 -0.64438 -0.71103
H -4.94310 0.47303 -1.10442
H -3.59515 0.74285 1.02290
H -2.39606 -2.50798 -1.57257
H 5.17151 1.07195 -0.13361
H 3.51016 0.53069 -2.50668
H -2.81740 0.88110 -2.71429
H -0.98282 1.78693 -0.65613
H 2.91299 -3.15722 2.96976
C 4.30073 3.81972 -0.19042
H 1.00791 -1.02299 1.16377
H 5.70215 -0.60286 0.12202
H -6.96380 0.19199 -0.06385
N -0.90369 0.80285 -0.44300
H 2.54715 1.13236 -1.06853
H 5.78914 -0.00293 -1.41751
H -2.71858 1.40999 -4.46328
C -5.11613 1.25471 -0.36474
O -1.50413 -2.49076 -1.21793
C 5.14584 0.06082 -0.53989
C -3.03197 1.65718 -3.44899
H -0.94068 -3.39100 -2.91521
H 1.52565 -5.21823 5.44011
O 2.00603 -2.95170 3.20804
H 1.15413 -4.80900 3.02449
O -4.47124 1.71866 -3.67646
H -0.57115 -3.12283 3.39228
H -1.50514 3.13644 -3.49066
H -0.27163 -1.38714 -0.03550
H -0.76892 -4.06880 4.65381
H 0.11047 -2.45831 4.80693
H 2.85679 0.21063 0.61386
H 4.14391 3.15572 -1.04049
C 0.78766 -2.74257 -1.90253
C 0.00588 -3.40310 4.27351
H -3.23689 2.01317 -0.04410
H -4.34352 2.41668 1.31474
C 0.10491 0.55949 0.30178
H 1.14551 -3.77184 -1.87697
H 3.06275 4.90276 1.22899
H 5.11383 3.32202 0.33802
C -2.46914 2.96952 -3.01009
H 4.51076 4.78525 -0.65058
C 1.30241 -4.02160 3.76349
H -6.48609 2.17799 -1.14119
C 2.18015 -4.50225 4.94301
H 2.22618 3.87314 -0.05569
H 0.81019 -2.40812 -0.86535
C -4.03311 1.64949 0.60540
H 1.48995 -2.25929 -2.58174
H -4.87766 1.74973 -2.80730
H -5.89541 0.10638 1.22202
H 2.54009 -3.63212 5.49203
N 0.22199 -0.76204 0.58554
H 2.00733 -0.25454 -1.81802
O 0.89703 1.40890 0.59569
O -5.54466 2.33113 -1.03235
C -6.29512 0.83114 0.51275
H -6.91055 1.61779 0.94925
H 2.29308 2.26811 1.24768
```

Computed properties:
strongest force on any atom	4.4	eV Å⁻¹
energy	-1273.29859	a.u.
total charge	0
energy above the lowest of the compared OMol25 structures with the same formula, charge and spin	75.5	kcal per mole
LUMO energy	0.2	eV
HOMO-LUMO gap	9.455	eV
2S+1	1



# 8
Below is a single C3H9OPS molecule, with properties calculated with ωB97M-V/def2-TZVPD.

XYZ file:
```
15
Properties=species:S:1:pos:R:3
O 1.00037 1.27144 -0.82274
H -1.96352 0.54789 -1.79849
H -1.60250 -1.27344 -1.58616
H 3.12821 -1.38664 1.13748
C -1.09423 1.02278 0.81359
H -0.48425 1.54026 1.56797
H 1.84640 -0.76177 2.29472
H -0.93082 -0.47364 -2.83408
H -1.70504 1.74209 0.11978
C 2.12737 -0.87524 1.31017
P -0.06285 0.28952 -0.50201
S 0.73287 -1.66294 0.32901
C -1.22443 -0.30880 -1.80594
H -1.93306 0.26467 0.96661
H 2.16547 0.06383 0.81008
```

Computed properties:
strongest force on any atom	4.1	eV Å⁻¹
energy	-934.49152	a.u.
total charge	0
energy above the lowest of the compared OMol25 structures with the same formula, charge and spin	29.3	kcal per mole
LUMO energy	0.7	eV
HOMO-LUMO gap	9.755	eV
2S+1	1



What is the strongest force on any atom in the seventh record?
4.4 eV Å⁻¹